Record 1
# C4H7AlO3

A structure of composition C4H7AlO3 (ωB97M-V with the def2-TZVPD basis set, the OMol25 dataset).

```
15
Properties=species:S:1:pos:R:3:forces:R:3
Al 0.8182 3.4967 -1.7181 0.929 -0.216 0.297
O 3.3532 4.3820 -0.8818 -0.427 -1.047 0.058
H 4.0808 5.0374 -0.7329 -0.462 0.443 -0.287
O 0.1902 0.7139 -1.4044 -0.461 1.287 -0.902
C -0.1073 -0.2115 -0.6770 1.157 -0.827 1.825
O 0.7980 -0.8336 0.0627 -0.218 0.688 -0.591
C 0.1849 -1.7692 0.9739 -0.766 -0.781 0.657
C -1.2836 -1.4046 0.9744 -0.951 0.500 -0.173
C -1.5160 -0.7317 -0.3721 0.335 0.167 -1.137
H 0.5730 -1.6632 1.9834 0.543 0.219 -0.276
H 0.3752 -2.7905 0.6332 0.137 0.154 -0.228
H -1.5056 -0.6877 1.7670 0.069 -0.143 0.120
H -2.0035 -2.2211 1.0713 0.230 -0.159 0.125
H -2.2268 0.0870 -0.4673 -0.131 -0.103 0.380
H -1.7307 -1.4038 -1.2125 0.015 -0.183 0.131
```
Positions in Å, forces in eV/Å.

Summary:
net charge	+2
relative energy (zero: lowest compared OMol25 entry of this formula, charge and spin)	560.03	kJ/mol
E_tot	-16975.142	eV
lowest unoccupied orbital energy	-15.28	eV
HOMO	-18.25	eV

***

Record 2
# C4H7BiO

A structure of composition C4H7BiO (ωB97M-V with the def2-TZVPD basis set, the OMol25 dataset).

```
13
Properties=species:S:1:pos:R:3:forces:R:3
C 0.0567 0.4274 1.5394 0.385 0.212 0.339
C -0.1564 -0.5429 0.3870 -1.922 -0.145 -1.043
C -0.2788 0.0119 -0.9640 3.091 -2.041 -0.162
O -0.6141 -0.7124 -1.9610 0.439 -1.328 1.944
Bi -1.6871 0.0940 -3.5786 -0.121 2.018 1.190
H 0.0847 1.4919 1.3019 -0.016 -0.349 0.025
H -0.7445 -1.4410 0.5833 0.171 0.283 -0.123
H -0.4539 0.1768 2.4686 0.109 0.034 -0.337
H 0.4544 0.8147 -1.1910 -1.030 0.402 0.229
C 1.1873 -0.4223 1.0917 0.465 0.686 0.164
H 1.9999 0.0480 0.5360 -0.225 -0.146 0.216
H 1.4784 -1.2763 1.7025 -0.190 0.128 -0.338
H -1.3265 1.3300 -1.9157 -1.156 0.245 -2.103
```
Positions in Å, forces in eV/Å.

Summary:
net charge	+1
E_tot	-12137.737	eV
multiplicity	2
lowest unoccupied orbital energy (spin up / spin down)	-5.68 / -5.95	eV
HOMO (spin up / spin down)	-12.81 / -14.35	eV

***

Record 3
# C4H7BiO3

A structure of composition C4H7BiO3 (ωB97M-V with the def2-TZVPD basis set, the OMol25 dataset).

```
15
Properties=species:S:1:pos:R:3:forces:R:3
O 0.2124 0.3841 0.1448 -0.257 -0.157 0.767
C 0.3080 -0.7422 -0.4700 3.956 2.664 -1.911
O -0.6032 -1.5455 -0.7204 -1.302 -1.985 -0.052
Bi -2.5781 -1.5013 -0.1877 -1.239 -1.039 -0.271
O 1.4407 -0.9352 -1.0868 -2.183 -1.125 0.938
C 2.6581 -0.4472 -0.5030 1.289 0.839 0.347
H 2.6565 -0.6290 0.5773 -0.003 -0.010 -0.294
H 3.4577 -1.0127 -0.9874 -0.265 0.143 0.112
H 2.7681 0.6234 -0.7074 -0.035 -0.284 0.009
C -0.9649 0.8343 0.9090 0.008 -0.777 -0.779
H -0.9167 0.2971 1.8663 -0.140 0.274 -0.109
H -0.7151 1.8927 1.0628 -0.558 -0.296 -0.028
C -2.3031 0.5753 0.1074 0.824 2.441 1.617
H -2.3478 1.2178 -0.7853 0.058 -0.417 -0.087
H -3.0726 0.9882 0.7804 -0.152 -0.270 -0.260
```
Positions in Å, forces in eV/Å.

Summary:
net charge	+2
relative energy (zero: lowest compared OMol25 entry of this formula, charge and spin)	0.00	kJ/mol
E_tot	-16223.191	eV
lowest unoccupied orbital energy	-12.27	eV
HOMO	-19.65	eV

***

Record 4
# C4H7Br

A cluster of 2 separate species, C4H7Br in total (ωB97M-V with the def2-TZVPD basis set, the OMol25 dataset).

```
12
Properties=species:S:1:pos:R:3:forces:R:3
C 0.5993 -0.3399 0.5180 1.134 -0.884 -1.234
C -0.5491 -0.4564 -0.0295 -1.947 -0.131 -1.606
C 0.7648 0.3484 1.7709 3.097 1.282 1.112
C -1.6296 -0.2973 -0.7570 -0.369 -0.126 -0.521
Br 1.1501 0.4232 -3.0766 -1.692 -0.972 0.946
H 1.4728 -0.7730 -0.0041 -0.472 0.316 0.309
H 1.3849 -0.3304 2.4256 -0.480 1.299 -0.196
H 1.2201 1.4037 1.6044 -0.051 -1.896 0.339
H -0.1459 0.5871 2.2057 -1.794 0.024 1.044
H -1.7205 0.6006 -1.3492 0.254 0.502 0.001
H -2.4974 -0.9249 -0.9767 0.518 -0.387 0.827
H -0.0495 -0.2412 -2.3314 1.803 0.973 -1.021
```
Positions in Å, forces in eV/Å.

Summary:
net charge	0
relative energy (zero: lowest compared OMol25 entry of this formula, charge and spin)	199.96	kJ/mol
structure (SMILES)	C=C=CC.Br
E_tot	-74301.561	eV
lowest unoccupied orbital energy	0.74	eV
HOMO	-9.73	eV

***

Record 5
# C4H7Br2OP

A cluster of 2 separate species, C4H7Br2OP in total (ωB97M-V with the def2-TZVPD basis set, the OMol25 dataset).

```
15
Properties=species:S:1:pos:R:3:forces:R:3
C -1.1881 -0.9943 -0.1983 -1.239 -0.982 0.959
C 0.0873 -1.0784 -1.0911 -0.831 -0.556 1.854
C -1.0536 0.0570 0.8986 -3.216 3.666 -2.401
C 0.8622 0.1493 -0.8527 -0.945 2.136 -1.515
O 0.2850 2.6006 0.4789 0.524 2.074 0.364
P -0.1681 1.3819 -0.1657 0.646 -3.510 0.635
Br 2.3453 0.4289 -2.0149 -0.376 0.017 0.577
Br 2.3318 0.8075 2.2007 0.229 1.278 -0.998
H -2.0018 -0.7903 -0.9158 0.165 0.670 0.540
H -1.6331 -1.8677 0.3360 1.183 -0.248 -0.780
H 0.7899 -1.8315 -0.8093 0.228 -1.173 0.265
H -0.3289 -1.3003 -2.0434 0.561 0.054 -1.320
H -2.0949 0.5600 1.2081 2.196 -1.370 -0.602
H -0.4735 -0.0764 1.7570 0.935 -0.722 1.172
H 2.2406 1.9537 1.2121 -0.059 -1.335 1.249
```
Positions in Å, forces in eV/Å.

Summary:
net charge	0
relative energy (zero: lowest compared OMol25 entry of this formula, charge and spin)	343.85	kJ/mol
E_tot	-155680.895	eV
lowest unoccupied orbital energy	-1.08	eV
HOMO	-8.80	eV

***

Record 6
# C4H7BrN2O3P

The ion C4H7BrN2O3P with charge +1 (ωB97M-V with the def2-TZVPD basis set, the OMol25 dataset).

```
18
Properties=species:S:1:pos:R:3:forces:R:3
C 1.5476 -2.2596 1.0743 1.347 -1.146 -0.066
C 0.9889 -1.3243 0.6338 -1.031 1.557 -0.703
N 0.3701 -0.2074 0.0226 0.678 -0.325 1.954
C 0.7905 1.0778 0.7226 0.354 1.668 -0.132
C 1.6946 1.8789 -0.2541 -1.663 0.479 0.248
O 2.8361 1.7031 -0.3613 1.670 -0.423 -0.164
Br 0.7492 3.2246 -1.3027 0.059 -0.479 0.289
P -1.4194 -0.4411 -0.1828 -3.538 -0.535 -3.829
N -1.7835 -0.3414 -1.6829 1.467 0.131 0.617
O -1.8155 -1.8655 0.3582 0.734 0.629 1.132
O -2.2162 0.6100 0.6604 1.238 -0.310 1.446
H 2.2593 -3.0381 1.2161 -0.207 -0.326 0.556
H 0.7685 -0.1829 -0.9233 -0.466 0.059 -0.226
H 1.3452 0.8737 1.6342 0.114 -0.425 -0.174
H -0.0381 1.7345 0.9846 -0.394 -0.561 -0.200
H -1.0040 -0.1384 -2.2985 -0.478 0.058 -0.495
H -2.0423 -2.4043 -0.4155 0.069 -0.162 -0.052
H -2.9835 0.9349 0.1651 0.046 0.111 -0.200
```
Positions in Å, forces in eV/Å.

Summary:
net charge	+1
structure (SMILES)	C#C[N@H+](CC(=O)Br)P(=N)(O)O
E_tot	-92705.980	eV
lowest unoccupied orbital energy	-4.16	eV
HOMO	-14.04	eV

***

Record 7
# C4H7BrNO2

A cluster of 3 separate species, C4H7BrNO2 in total (ωB97M-V with the def2-TZVPD basis set, the OMol25 dataset).

```
15
Properties=species:S:1:pos:R:3:forces:R:3
C -1.0540 -2.0516 -0.0365 -3.412 2.673 1.847
C 1.2772 2.2865 -0.4248 -0.211 -2.156 -0.450
C 2.3666 -0.1193 -0.5572 -0.202 1.138 2.246
C 1.7459 1.0168 -0.4622 -1.170 3.549 -0.630
N -0.9810 -1.0572 0.9614 -2.942 -1.441 -1.693
O -2.2762 -2.3153 -0.5380 -0.063 1.968 0.338
O -0.0987 -2.6405 -0.3378 3.728 -2.834 -1.328
Br -3.9807 0.4604 0.0207 0.203 -0.082 -0.003
H 0.2682 2.6826 -0.2701 -0.072 -1.239 0.320
H 1.8112 3.1166 -0.8269 1.351 0.182 0.051
H -2.7972 -1.4449 -0.3808 -0.138 -1.237 -0.227
H 2.5000 -0.6515 -1.4449 -0.085 -0.961 -1.039
H -1.6143 -0.2694 0.9326 -0.056 0.060 0.125
H 2.7346 -0.4381 0.4194 0.361 -0.535 -0.486
H -0.0723 -0.9973 1.2367 2.708 0.917 0.927
```
Positions in Å, forces in eV/Å.

Summary:
net charge	-1
relative energy (zero: lowest compared OMol25 entry of this formula, charge and spin)	170.20	kJ/mol
E_tot	-79890.493	eV
lowest unoccupied orbital energy	3.27	eV
HOMO	-4.63	eV

***

Record 8
# C4H7BrO2

A cluster of 2 separate species, C4H7BrO2 in total (ωB97M-V with the def2-TZVPD basis set, the OMol25 dataset).

```
14
Properties=species:S:1:pos:R:3:forces:R:3
C 0.2714 -1.2530 -0.1240 -2.136 1.967 2.850
C 0.9940 -1.0822 -1.4654 -1.624 0.798 2.240
C -0.1533 1.6328 0.6258 -0.141 3.552 -0.661
C -0.9355 0.3986 0.6073 1.862 -2.806 -0.916
O 0.1846 -2.0300 0.8083 0.894 0.668 -2.487
O -1.2010 -0.0326 1.8624 0.653 -2.146 -1.127
Br -2.3365 0.2473 -0.7633 -0.115 0.271 0.403
H 1.8795 -0.5672 -1.1917 0.841 0.952 0.174
H 1.3107 -1.9230 -1.9496 0.585 -2.736 -0.954
H 0.3870 -0.5169 -2.1486 -0.291 0.520 0.018
H 0.1799 1.8676 1.6332 -0.318 -0.095 0.208
H -0.5890 2.6039 0.1822 -0.172 -1.558 0.841
H 0.7469 1.6235 0.0693 1.044 -0.672 -0.849
H -0.7390 -0.9687 1.8540 -1.083 1.284 0.260
```
Positions in Å, forces in eV/Å.

Summary:
net charge	0
relative energy (zero: lowest compared OMol25 entry of this formula, charge and spin)	202.49	kJ/mol
E_tot	-78396.428	eV
lowest unoccupied orbital energy	0.62	eV
HOMO	-8.36	eV